Molecular formula: C26H36BrN5O2PPt
Method: DFT, ωB97M-V/def2-TZVPD

Geometry (Å):
Pt (-1.067, 0.043, 0.417)
O (-2.396, 3.298, 0.118)
C (-2.975, 3.723, 1.271)
C (-3.898, 4.767, 1.194)
C (-4.507, 5.243, 2.338)
C (-4.215, 4.687, 3.575)
C (-3.310, 3.647, 3.652)
C (-2.682, 3.154, 2.516)
C (-1.723, 1.974, 2.635)
O (-2.156, 0.874, 1.975)
N (-0.410, 2.371, 2.164)
N (0.389, 1.542, 1.456)
C (1.619, 1.909, 1.370)
C (2.636, 1.385, 0.523)
Br (2.077, 0.135, -0.784)
C (3.899, 1.846, 0.618)
C (5.088, 1.513, -0.135)
C (5.356, 0.238, -0.651)
C (6.523, -0.001, -1.354)
C (7.442, 1.016, -1.561)
C (7.199, 2.279, -1.039)
C (6.044, 2.523, -0.322)
H (-1.796, 2.576, 0.322)
H (-4.113, 5.197, 0.222)
H (-5.220, 6.056, 2.265)
H (-4.695, 5.058, 4.473)
H (-3.084, 3.195, 4.613)
H (-1.639, 1.710, 3.706)
H (0.069, 3.062, 2.721)
H (1.948, 2.756, 1.970)
H (4.044, 2.628, 1.358)
H (4.669, -0.576, -0.472)
H (6.724, -0.995, -1.736)
H (8.350, 0.822, -2.116)
H (7.922, 3.073, -1.183)
H (5.866, 3.509, 0.094)
C (-4.506, -0.052, 0.344)
P (-3.028, -0.393, -0.659)
C (-3.212, 0.648, -2.160)
C (-3.320, -2.110, -1.219)
H (-5.382, -0.497, -0.125)
H (-4.651, 1.027, 0.437)
H (-4.367, -0.465, 1.346)
H (-4.189, 0.481, -2.618)
H (-2.439, 0.402, -2.888)
H (-3.132, 1.699, -1.881)
H (-4.232, -2.158, -1.814)
H (-3.443, -2.748, -0.343)
H (-2.481, -2.468, -1.815)
C (0.943, -3.787, -3.392)
C (0.995, -2.283, -3.206)
N (0.089, -1.951, -2.120)
C (0.141, -2.627, -0.926)
N (-0.318, -2.009, 0.140)
C (-0.377, -2.697, 1.418)
C (-0.515, -4.197, 1.220)
C (0.600, -4.670, 0.297)
N (0.581, -3.900, -0.942)
C (1.307, -4.465, -2.078)
H (1.643, -4.099, -4.167)
H (-0.061, -4.082, -3.700)
H (0.669, -1.755, -4.101)
H (2.022, -1.963, -2.982)
H (-0.173, -0.987, -2.004)
H (-1.215, -2.304, 1.994)
H (0.532, -2.475, 1.987)
H (-1.482, -4.427, 0.768)
H (-0.461, -4.716, 2.175)
H (0.458, -5.717, 0.035)
H (1.573, -4.580, 0.790)
H (1.063, -5.526, -2.126)
H (2.386, -4.388, -1.899)

The spin multiplicity is 1. The net charge is +1. The energy relative to the best compared isomer or geometry (same formula, charge and spin) comes out at 40.82 kcal/mol. The HOMO energy is -0.3786 Eh. The value obtained for the orbital gap is 0.265 Eh. Its total energy is -4471.0756 a.u. The value obtained for the lowest unoccupied orbital energy is -3.1 eV.

Atom charges from the Löwdin analysis, given in e for atoms 1 to 2: Pt 0.88; O 0.04